The following is a DFT calculation (ωB97M-V/def2-TZVPD) of a structure of composition C39H105Hg2NO26.

Properties
HOMO energy (Eh): -0.3339
Frontier orbital gap (eV): 9.66
Charge: 0
ΔE to the lowest compared entry with this formula, charge and spin (kcal/mol): 0.00

Each line ends with the Mulliken charge.
Atoms and positions in Å:
Hg 11.964381 17.030570 12.678050  2.254
Hg 12.601219 12.722046 11.568870  2.500
C 12.287441 20.284933 11.042337  -1.048
C 11.178347 19.925029 12.002511  0.841
C 9.804405 20.631324 11.678031  -1.695
O 10.780100 18.549469 11.995792  -0.481
H 11.935067 20.047511 10.079328  0.410
H 13.222282 19.820029 11.269546  -0.011
H 12.449035 21.417014 10.915617  0.381
H 11.301084 20.237425 13.043364  -0.039
H 9.973671 21.651662 11.487291  0.524
H 9.124725 20.565081 12.551986  0.311
H 9.361559 20.211482 10.740017  0.267
C 10.158522 10.551072 9.746801  -1.125
C 10.990412 11.696170 9.142319  0.584
C 10.301305 12.411195 7.882606  -1.365
O 11.259091 12.754311 10.070099  -0.632
H 9.246610 10.932584 10.177696  0.253
H 10.698532 10.006392 10.471632  0.097
H 9.954736 9.835435 8.945224  0.469
H 11.884520 11.203762 8.775157  0.092
H 10.923812 13.300671 7.615446  0.251
H 9.376407 12.888374 8.151712  0.345
H 10.088623 11.633861 7.052111  0.321
C 13.798119 14.678457 13.373773  -0.275
O 14.560624 15.339785 14.102626  0.325
O 12.709774 15.153887 12.847262  -1.247
O 14.067008 13.494329 12.978829  -1.306
C 17.973666 15.425228 13.922950  -0.843
O 17.033680 15.272712 12.927822  0.044
H 18.410104 14.465184 14.256717  0.247
H 18.819254 16.014511 13.616016  0.446
H 17.696518 15.970603 14.799939  0.055
H 16.141894 15.149015 13.276919  -0.312
C 18.107985 14.642877 9.793550  -0.703
O 17.239878 13.937628 10.627752  -0.354
H 18.501535 13.916831 8.980452  0.267
H 17.597914 15.507932 9.254147  0.110
H 18.999068 15.046801 10.309808  0.318
H 17.055995 14.411283 11.517925  0.446
C 14.930335 19.879545 15.901601  -0.482
O 14.465452 18.858928 15.033681  0.594
H 15.073317 19.476433 16.964295  0.224
H 15.795550 20.343395 15.524159  -0.027
H 14.214100 20.712274 15.930551  0.148
H 15.060940 18.090312 15.154274  -0.391
C 10.341373 16.286277 9.342086  -0.651
O 10.849821 15.611628 10.427260  0.934
H 11.078335 16.270831 8.562010  0.212
H 9.468263 15.679715 8.976506  0.273
H 9.950439 17.289701 9.600296  0.063
H 10.982789 14.675268 10.141559  -0.308
C 15.437947 11.798039 9.102239  -1.054
O 14.895271 12.455327 10.212553  0.261
H 16.196677 12.507266 8.558767  0.163
H 15.943313 10.852376 9.410728  0.253
H 14.723976 11.643145 8.324385  0.383
H 15.662125 12.950473 10.619276  0.092
C 14.842087 16.110560 17.203219  1.466
O 15.789756 16.480072 16.097688  -1.064
H 15.253392 16.088893 18.248236  -0.079
H 14.051916 16.883320 17.135571  -0.871
H 14.464514 15.077428 17.014885  -0.305
H 15.495841 15.882334 15.365410  0.322
C 15.957754 18.135979 12.118920  -0.862
O 14.724886 17.598582 11.659764  0.497
H 16.862874 17.680633 11.746629  0.315
H 15.967792 19.191596 11.905191  0.503
H 15.919821 18.094287 13.218281  0.086
H 14.764113 17.514798 10.683468  -0.094
C 12.308269 13.893093 15.957599  0.879
N 11.713790 13.289777 17.187996  1.191
O 11.787092 13.949643 18.221109  -0.693
O 11.334554 12.136091 17.179530  -0.653
H 11.438091 14.061383 15.333894  0.062
H 12.999394 13.169504 15.543066  -0.468
H 12.836986 14.771675 16.299922  -0.721
C 20.051643 16.627857 18.417874  -0.656
O 19.013725 16.095416 19.185478  -0.423
C 18.088143 15.290786 18.416593  0.146
C 17.082215 14.716488 19.411221  -0.493
O 17.671217 13.655345 20.114493  -0.379
C 18.508256 14.049086 21.182831  -0.717
H 19.648113 17.510645 17.902190  0.210
H 20.308301 15.775819 17.734847  0.296
H 20.783906 16.890561 19.130270  0.264
H 18.708249 14.638348 17.853872  0.344
H 17.572845 15.949230 17.740885  0.252
H 16.174384 14.310524 19.002248  0.072
H 16.653917 15.523314 20.111208  0.363
H 19.346949 14.692966 20.895688  0.223
H 18.919427 13.241537 21.831068  0.269
H 17.910512 14.664631 21.857329  0.324
C 14.773624 23.169614 15.155326  -0.837
O 16.058509 22.594447 14.972286  -0.376
C 16.160673 22.038056 13.665621  -0.402
C 17.472884 21.356144 13.631432  -0.275
O 18.570852 22.217991 13.210962  -0.461
C 18.795601 23.227920 14.138630  -0.699
H 14.824667 24.217839 14.756352  0.299
H 14.612103 23.306957 16.224768  0.271
H 13.949019 22.563772 14.759157  0.344
H 16.184563 22.803717 12.850850  0.505
H 15.307572 21.436546 13.460644  0.432
H 17.365790 20.535180 12.876230  -0.033
H 17.689721 20.888658 14.608721  0.462
H 18.023357 24.054171 14.201749  0.199
H 19.716687 23.732855 13.904288  0.344
H 18.845524 23.005129 15.171903  0.323
C 14.279249 9.948507 12.405631  -0.605
O 12.872030 10.275104 12.468262  -0.180
C 12.370237 10.053585 13.730742  -0.137
C 10.897197 10.500722 13.741757  -0.740
O 10.988867 11.923860 13.691477  0.411
C 9.765910 12.593116 13.474536  -0.890
H 14.873812 10.647997 12.948315  0.031
H 14.502184 9.986664 11.370176  0.021
H 14.472993 8.967581 12.788430  0.463
H 12.839106 10.436295 14.697126  -0.072
H 12.278587 8.922409 13.934378  0.401
H 10.392640 10.235673 14.671502  0.400
H 10.405588 10.017305 12.836667  0.158
H 10.057423 13.644618 13.429377  0.027
H 9.069897 12.491427 14.310194  0.315
H 9.353168 12.282684 12.537900  0.206
C 13.900929 15.304863 9.309057  -0.263
O 14.365249 16.598113 9.256310  -0.510
C 14.677125 16.993529 7.945140  -0.827
C 14.770978 18.499665 7.640325  -0.670
O 13.474174 18.883656 7.373988  -0.212
C 13.356107 20.125787 6.721295  -0.872
H 12.891959 15.211996 8.865131  -0.262
H 13.924241 15.056340 10.377864  -0.302
H 14.463219 14.547438 8.741703  0.557
H 13.946459 16.602867 7.229627  0.351
H 15.636094 16.578419 7.664256  0.368
H 15.451035 18.785309 6.831002  0.586
H 15.067646 19.105477 8.506170  0.218
H 14.058902 20.122989 5.829243  0.320
H 13.548742 20.927101 7.388966  0.341
H 12.385688 20.358872 6.235507  0.252
C 8.460790 16.272203 12.721762  -0.586
O 9.380958 16.339427 13.831342  0.047
C 8.845256 17.192533 14.854821  -0.603
C 9.716088 17.246039 16.059242  -0.530
O 10.956143 17.789092 15.631381  0.046
C 11.818245 18.172266 16.709284  0.135
H 8.936398 15.648400 12.050001  -0.060
H 8.406953 17.302993 12.311787  0.129
H 7.534019 15.815155 13.023185  0.422
H 7.845998 16.966588 15.219016  0.418
H 8.752644 18.224402 14.434463  0.122
H 9.938375 16.279976 16.544181  0.203
H 9.228502 17.910168 16.767723  0.400
H 11.977563 17.375683 17.431257  0.345
H 11.549030 19.110556 17.124775  0.465
H 12.778368 18.299563 16.280293  -0.816
C 17.681319 10.161725 14.995801  -0.849
O 16.479501 10.822848 14.681937  -0.253
C 16.459288 12.232959 14.894734  1.512
C 16.015072 12.507175 16.375918  0.238
O 14.740639 11.975017 16.711619  0.380
C 14.736468 11.017265 17.728410  -1.042
H 17.941522 10.159656 16.045046  0.272
H 18.494204 10.562796 14.331333  0.281
H 17.452698 9.130438 14.737798  0.288
H 15.742586 12.664367 14.237862  -1.147
H 17.500195 12.665500 14.683649  -0.002
H 15.933261 13.582221 16.550856  -0.999
H 16.833882 12.273963 17.153049  0.385
H 15.081153 11.444965 18.704731  0.223
H 15.416315 10.186224 17.548439  0.360
H 13.720932 10.656770 17.843080  0.209

Cartesian forces, eV/Å:
-0.568 0.918 -0.542
0.696 0.468 0.617
-0.407 2.319 0.445
-2.662 0.076 0.650
0.479 -1.339 -0.346
1.230 -0.318 0.204
-0.166 -0.919 -1.425
0.597 -0.462 0.098
-0.182 -1.406 0.812
0.960 -0.020 0.045
0.220 1.577 -0.191
0.284 -0.274 -0.684
0.181 0.079 0.892
-0.135 0.959 -1.437
-1.011 0.834 -0.553
0.915 -1.225 0.323
-0.384 -0.391 -0.557
-0.459 0.032 0.089
0.809 -0.416 1.047
-0.311 0.076 0.030
0.647 0.253 -0.101
-0.060 -1.119 -0.364
-0.739 -0.189 0.416
0.608 1.535 1.107
-0.007 0.880 -0.767
-0.084 -0.174 0.107
-0.710 0.015 0.266
0.181 -1.728 -0.306
1.743 -0.688 0.994
-0.301 0.065 -1.045
-0.270 0.198 -0.105
0.409 0.220 -0.961
-1.084 0.156 0.611
-0.481 0.176 0.562
0.525 0.174 -1.843
-0.780 0.079 1.536
-0.684 1.130 1.280
0.497 -0.926 0.608
-0.409 -0.177 -0.023
0.897 -0.348 -1.453
-1.096 -0.747 1.483
0.239 -0.150 -0.022
-0.026 0.663 -1.300
1.442 0.203 -0.111
-0.248 -0.572 0.102
-0.362 0.186 0.117
-2.134 -0.421 -0.958
0.764 -1.116 1.546
0.315 0.709 -0.767
0.376 0.717 -0.129
0.673 -0.486 -0.007
-0.078 0.463 0.436
2.446 0.999 -0.831
0.519 0.505 0.740
-0.889 -1.349 1.128
-0.278 0.564 -0.474
-0.974 -0.462 -0.160
-0.838 -0.374 -0.487
0.328 0.349 -0.934
-0.786 -1.041 1.613
0.187 0.430 -1.297
0.179 -0.825 0.346
0.196 0.959 0.162
0.119 0.584 0.437
-1.004 0.465 1.133
0.455 -0.216 -0.417
0.100 -0.479 -0.242
0.227 0.673 -0.341
0.271 -0.274 -0.428
-0.231 -0.211 0.596
-0.628 -0.294 0.497
1.382 -0.381 1.546
-0.364 0.084 -0.669
-0.350 0.157 -0.629
0.238 0.334 -0.471
-0.128 -0.189 -0.128
-0.414 0.203 -0.369
-1.694 -1.134 -1.002
-1.249 -0.522 0.749
-0.428 2.197 1.563
0.371 0.512 0.838
0.402 -0.937 0.643
0.303 0.721 1.164
0.573 -0.115 -0.395
0.760 1.211 0.049
1.290 0.341 0.320
0.051 -1.449 -0.477
-0.363 0.328 -0.686
-0.116 -0.336 -0.868
1.087 -0.715 -0.758
-0.147 -0.336 -0.306
-0.639 -0.082 -1.069
-0.111 0.157 0.246
0.696 1.505 0.436
-1.173 0.022 -0.363
0.791 1.874 0.209
1.011 -1.328 -1.317
-1.266 -1.164 0.676
-0.585 2.649 -0.171
-0.589 -0.872 -0.149
0.043 -0.236 0.088
0.238 0.211 -0.240
-0.137 -0.045 0.610
-0.644 -1.050 -0.090
0.643 0.685 0.498
0.072 0.268 -0.307
0.323 -0.827 -0.791
0.486 0.020 -0.400
0.193 -1.420 1.153
-0.968 0.251 -0.253
1.438 0.350 0.108
-2.565 -2.434 2.768
1.038 0.235 -0.687
-0.161 -0.480 -0.348
0.708 0.804 0.561
0.338 0.609 0.441
0.477 0.015 -0.947
-0.099 -0.745 0.288
0.272 0.260 -1.722
0.495 1.153 -0.395
-0.026 -0.338 -0.030
0.188 0.897 0.938
-0.317 0.112 -0.189
-0.084 -0.324 -0.012
-0.612 -0.147 -0.617
-0.880 -1.579 0.291
0.479 1.744 -0.866
0.901 0.503 -1.267
-0.330 -0.079 1.680
-2.283 0.535 -1.122
0.496 -0.425 -2.114
0.097 0.219 0.502
-0.321 -0.253 -0.374
0.605 0.456 0.232
-0.139 -0.039 0.134
0.489 -0.494 0.000
0.054 -0.589 -0.215
0.620 -0.338 0.287
-0.344 0.338 1.029
0.548 0.956 0.637
0.110 -0.917 0.760
0.763 1.764 1.420
-1.148 0.036 0.939
0.187 0.674 -0.827
1.274 0.061 -0.282
0.413 0.244 0.609
-0.048 -1.110 -1.046
0.876 -1.190 -1.714
-0.497 -0.641 0.012
-0.658 0.178 0.173
-0.404 -0.787 -0.397
0.256 -0.501 0.213
-0.488 0.048 -0.154
-0.084 0.138 0.382
-0.652 -0.114 0.453
-0.683 0.770 0.768
0.848 0.318 -0.697
-0.077 0.033 -1.288
-0.354 0.522 -0.148
1.338 -0.665 2.027
1.454 0.735 0.668
0.436 0.103 -0.741
0.559 0.095 1.271
0.197 0.435 0.416
-0.349 -0.440 0.796
0.415 -0.189 -0.123
-0.573 0.242 -0.642
-1.391 -0.399 0.414
0.003 0.300 -0.513
-1.149 -0.471 -1.116
-0.373 -0.063 -0.561
0.010 -0.226 -0.400
-0.133 -0.050 -0.015